one.
Here is a 10-piece molecular cluster, H20O10 overall from the Open Molecules 2025 dataset. Energies are from ωB97M-V/def2-TZVPD.

Cartesian coordinates (Å):
O (6.411, -20.132, 11.701)
H (6.838, -20.640, 11.002)
H (5.585, -20.595, 11.887)
O (10.110, -18.729, 10.711)
H (10.375, -19.156, 9.888)
H (9.982, -17.793, 10.485)
O (12.612, -19.657, 11.893)
H (12.803, -18.905, 12.461)
H (11.680, -19.546, 11.654)
O (4.604, -17.780, 11.109)
H (5.208, -18.526, 10.992)
H (3.751, -18.094, 10.794)
O (8.648, -16.206, 10.396)
H (8.070, -16.630, 9.751)
H (8.055, -15.665, 10.934)
O (5.287, -19.784, 14.645)
H (5.250, -18.839, 14.411)
H (4.660, -19.884, 15.368)
O (7.924, -20.333, 15.444)
H (7.091, -19.995, 15.062)
H (8.614, -19.826, 15.003)
O (11.354, -15.618, 11.396)
H (11.587, -15.708, 10.466)
H (10.399, -15.762, 11.426)
O (6.071, -16.930, 13.880)
H (6.981, -17.186, 14.109)
H (5.982, -17.159, 12.948)
O (8.294, -18.467, 13.046)
H (7.562, -18.898, 12.587)
H (8.933, -18.259, 12.352)

## Properties
* SMILES string: O.O.O.O.O.O.O.O.O.O
* HOMO-LUMO gap: 9.683 eV
* charge: 0
* E_LUMO: -0.42 eV
* E_HOMO: -10.1 eV

=====

two.
Here is a 10-piece molecular cluster, H20O10 overall from the Open Molecules 2025 dataset. Energies are from ωB97M-V/def2-TZVPD.

Cartesian coordinates (Å):
O (-3.519, 7.202, -3.616)
H (-3.113, 6.545, -3.047)
H (-3.968, 6.787, -4.365)
O (0.800, 0.852, -2.674)
H (0.098, 0.395, -2.178)
H (0.312, 1.460, -3.268)
O (1.798, 3.746, -5.134)
H (2.090, 4.387, -4.510)
H (2.578, 3.243, -5.267)
O (-0.846, 2.671, -3.826)
H (-0.942, 1.981, -4.531)
H (-1.547, 2.430, -3.221)
O (2.162, 5.920, -3.451)
H (2.853, 6.135, -2.844)
H (1.426, 5.544, -2.961)
O (2.110, 3.690, -1.191)
H (2.810, 3.352, -1.738)
H (1.376, 3.846, -1.719)
O (-1.674, 4.850, -5.391)
H (-1.477, 4.104, -4.828)
H (-2.603, 4.998, -5.271)
O (-0.748, 7.361, -0.439)
H (0.156, 7.083, -0.431)
H (-0.708, 7.935, -1.218)
O (0.036, 4.930, -2.581)
H (-0.738, 5.172, -2.029)
H (-0.211, 4.177, -3.058)
O (-2.571, 5.672, -1.377)
H (-3.025, 5.082, -0.831)
H (-1.957, 6.194, -0.878)

## Properties
* SMILES string: O.O.O.O.O.O.O.O.O.O
* HOMO-LUMO gap: 10.427 eV
* charge: 0
* E_LUMO: -0.43 eV
* E_HOMO: -10.9 eV

=====

one comes first in stability; the runner-up is 19.7 kcal/mol higher.

=====

one.
Here is a 2-piece molecular cluster, C5H9NS2 overall from the Open Molecules 2025 dataset. Energies are from ωB97M-V/def2-TZVPD.

Cartesian coordinates (Å):
C (0.042, 0.555, 0.025)
C (1.510, 0.541, -0.578)
C (0.531, -1.472, 0.621)
C (0.169, -0.151, 1.384)
C (-0.456, -0.884, -0.449)
H (-0.425, 2.685, 0.476)
H (-1.795, 1.576, -0.225)
H (2.327, 1.118, -0.117)
H (1.618, 0.909, -1.741)
H (0.387, -2.366, 1.101)
H (0.897, 0.205, 2.211)
H (-0.728, -0.219, 1.805)
H (-0.481, -1.033, -1.613)
H (-2.553, -1.090, -2.089)
N (-0.637, 1.766, -0.225)
S (2.010, -1.128, -0.385)
S (-2.415, -1.011, -0.201)

## Properties
* HOMO-LUMO gap: 7.583 eV
* charge: 0
* E_LUMO: -0.71 eV
* E_HOMO: -8.3 eV

=====

two.
Here is C5H9NS2 in the gas phase from the Open Molecules 2025 dataset. Energies are from ωB97M-V/def2-TZVPD.

Cartesian coordinates (Å):
C (1.824, 0.411, 1.115)
C (0.633, -0.587, 0.840)
N (0.680, -1.473, -0.337)
S (-0.938, -1.973, -0.512)
C (-1.517, -0.260, -0.414)
C (-1.065, 0.594, -1.578)
C (-0.740, 0.134, 0.850)
S (-1.067, 1.394, 1.855)
H (1.690, 1.160, 0.363)
H (2.716, -0.160, 1.121)
H (1.584, 0.799, 2.039)
H (0.567, -1.365, 1.811)
H (0.954, -0.894, -1.167)
H (-2.674, -0.205, -0.227)
H (-0.906, -0.035, -2.386)
H (-0.117, 1.088, -1.353)
H (-1.622, 1.374, -2.017)

## Properties
* SMILES string: C[C@@H]1NS[C@H](C)C1=S
* HOMO-LUMO gap: 8.278 eV
* charge: 0
* E_LUMO: -0.30 eV
* E_HOMO: -8.6 eV

=====

two comes first in stability; the runner-up is 75.3 kcal/mol higher.

=====

one.
Here is a 6-piece molecular cluster, H12O6 overall from the Open Molecules 2025 dataset. Energies are from ωB97M-V/def2-TZVPD.

Cartesian coordinates (Å):
O (1.439, -0.992, 0.482)
H (1.239, -1.179, -0.491)
H (2.062, -1.404, 1.078)
O (-1.771, 1.077, 0.666)
H (-1.518, 0.137, 0.558)
H (-0.934, 1.341, 1.116)
O (0.466, -0.908, -1.875)
H (-0.268, -1.287, -1.383)
H (0.224, 0.117, -1.804)
O (-0.521, 1.616, -1.763)
H (-0.130, 1.932, -0.927)
H (-1.332, 1.227, -1.424)
O (-1.027, -1.834, 0.761)
H (-1.538, -2.565, 1.279)
H (-0.154, -1.575, 1.101)
O (0.905, 1.580, 0.750)
H (1.306, 0.699, 0.538)
H (1.554, 2.015, 1.338)

## Properties
* SMILES string: O.O.O.O.O.O
* HOMO-LUMO gap: 11.103 eV
* charge: 0
* E_LUMO: 0.20 eV
* E_HOMO: -10.9 eV

=====

two.
Here is a 6-piece molecular cluster, H12O6 overall from the Open Molecules 2025 dataset. Energies are from ωB97M-V/def2-TZVPD.

Cartesian coordinates (Å):
O (1.314, 1.008, -0.875)
H (0.682, 1.553, -0.345)
H (1.971, 0.903, -0.244)
O (3.967, -0.545, -1.084)
H (4.465, -1.225, -1.465)
H (3.399, -1.040, -0.474)
O (-2.618, -0.345, 2.209)
H (-3.520, -0.361, 2.261)
H (-2.316, -0.983, 1.494)
O (0.680, 0.463, 1.905)
H (-0.095, -0.160, 1.788)
H (1.108, 0.011, 2.620)
O (0.418, -0.687, -2.805)
H (1.063, -0.219, -3.235)
H (0.483, -1.656, -2.895)
O (-3.737, 1.402, 0.143)
H (-3.254, 0.678, -0.076)
H (-4.008, 1.203, 1.078)

## Properties
* SMILES string: O.O.O.O.O.O
* HOMO-LUMO gap: 10.520 eV
* charge: 0
* E_LUMO: 0.09 eV
* E_HOMO: -10.4 eV

=====

one comes first in stability; the runner-up is 38.4 kcal/mol higher.

=====

one.
Here is a 6-piece molecular cluster, H12O6 overall from the Open Molecules 2025 dataset. Energies are from ωB97M-V/def2-TZVPD.

Cartesian coordinates (Å):
O (-2.331, 1.537, 0.015)
H (-3.276, 1.495, 0.242)
H (-2.159, 1.006, -0.745)
O (-0.900, -2.016, 1.328)
H (0.001, -1.712, 1.025)
H (-1.244, -1.303, 1.816)
O (0.817, 1.917, 0.538)
H (0.433, 2.046, 1.430)
H (0.016, 1.789, 0.045)
O (1.143, -1.446, -0.407)
H (1.901, -0.809, -0.203)
H (0.539, -0.936, -0.928)
O (3.004, 0.339, -0.393)
H (3.744, 0.082, 0.192)
H (2.441, 0.907, 0.162)
O (-1.543, -0.630, -1.294)
H (-1.591, -1.108, -2.132)
H (-0.995, -1.159, -0.690)

## Properties
* SMILES string: O.O.O.O.O.O
* HOMO-LUMO gap: 11.478 eV
* charge: 0
* E_LUMO: 0.45 eV
* E_HOMO: -11.0 eV

=====

two.
Here is a 6-piece molecular cluster, H12O6 overall from the Open Molecules 2025 dataset. Energies are from ωB97M-V/def2-TZVPD.

Cartesian coordinates (Å):
O (-0.150, 0.514, 1.227)
H (-0.458, 0.999, 0.502)
H (0.509, -0.191, 0.911)
O (-2.352, -1.611, -2.844)
H (-2.378, -2.528, -3.103)
H (-1.904, -1.584, -1.931)
O (-1.608, 0.868, 2.340)
H (-1.771, 1.000, 3.323)
H (-1.632, 1.794, 2.026)
O (4.149, 0.353, 1.457)
H (3.801, -0.291, 0.918)
H (3.285, 0.785, 1.612)
O (-0.513, 4.218, -1.542)
H (-0.636, 3.460, -0.951)
H (-0.759, 4.964, -1.058)
O (0.713, -4.627, -1.008)
H (1.087, -3.992, -1.651)
H (0.617, -4.133, -0.228)

## Properties
* SMILES string: O.O.O.O.O.O
* HOMO-LUMO gap: 9.523 eV
* charge: 0
* E_LUMO: -0.32 eV
* E_HOMO: -9.8 eV

=====

three.
Here is a 6-piece molecular cluster, H12O6 overall from the Open Molecules 2025 dataset. Energies are from ωB97M-V/def2-TZVPD.

Cartesian coordinates (Å):
O (-2.097, 0.848, -0.020)
H (-2.792, 0.527, -0.604)
H (-2.198, 1.796, -0.204)
O (-1.245, -3.507, 0.465)
H (-2.028, -2.927, 0.358)
H (-0.563, -2.866, 0.709)
O (0.008, 0.465, -1.760)
H (-0.505, 0.911, -2.416)
H (-0.652, 0.458, -1.080)
O (2.854, -0.355, -0.474)
H (2.210, 0.038, 0.145)
H (3.703, 0.129, -0.506)
O (1.485, 1.504, 0.912)
H (0.981, 2.231, 0.569)
H (2.373, 1.889, 1.069)
O (-0.444, -0.758, 0.956)
H (-1.265, -0.292, 0.883)
H (0.174, -0.091, 0.997)

## Properties
* SMILES string: O.O.O.O.O.O
* HOMO-LUMO gap: 10.066 eV
* charge: 0
* E_LUMO: -0.36 eV
* E_HOMO: -10.4 eV

=====

four.
Here is a 6-piece molecular cluster, H12O6 overall from the Open Molecules 2025 dataset. Energies are from ωB97M-V/def2-TZVPD.

Cartesian coordinates (Å):
O (-4.573, -7.308, -14.319)
H (-5.352, -7.164, -14.873)
H (-3.853, -7.436, -14.949)
O (-6.795, -9.043, -15.868)
H (-6.399, -9.793, -15.411)
H (-6.968, -9.363, -16.761)
O (-3.054, -8.563, -16.819)
H (-2.342, -7.927, -16.694)
H (-3.045, -9.112, -16.024)
O (-1.203, -7.534, -13.756)
H (-0.991, -7.863, -14.633)
H (-1.111, -8.301, -13.174)
O (-7.954, -5.579, -16.713)
H (-7.901, -4.685, -17.068)
H (-7.627, -5.504, -15.810)
O (-3.599, -8.340, -11.952)
H (-3.986, -8.353, -12.852)
H (-3.434, -7.409, -11.781)

## Properties
* SMILES string: O.O.O.O.O.O
* HOMO-LUMO gap: 10.873 eV
* charge: 0
* E_LUMO: 0.16 eV
* E_HOMO: -10.7 eV

=====

one comes first in stability; the runner-up is 9.6 kcal/mol higher.